# 1
This record from the OMol25 dataset describes one molecule with the formula C5H6O. The level of theory is the ωB97M-V functional and the def2-TZVPD basis.

Calculated values
- HOMO level: -8.54 eV
- SMILES string: C1=C[C@@H]2C[C@@H]2O1
- HOMO-LUMO gap: 9.52 eV
- Energy relative to the best compared isomer or geometry (same formula, charge and spin): 103.9 kcal per mole

CARTESIAN COORDINATES (ANGSTROEM)
C1 1.79 -0.08 0.18
C2 0.86 0.86 0.04
C3 -0.53 0.42 -0.43
C4 -1.33 -0.20 0.64
C5 -0.30 -0.88 -0.30
O1 1.05 -1.32 0.01
H1 2.94 -0.04 0.38
H2 1.15 2.06 -0.16
H3 -1.06 0.97 -1.17
H4 -2.35 -0.31 0.09
H5 -1.11 0.15 1.58
H6 -1.12 -1.62 -0.85


# 2
This record from the OMol25 dataset describes a 5-piece molecular cluster, C14H41N3O6 overall. The level of theory is the ωB97M-V functional and the def2-TZVPD basis.

Calculated values
- HOMO level: -8.76 eV
- SMILES string: COC[C@H](C)N.COC[C@H](C)N.COCCNCCOC.O.O
- HOMO-LUMO gap: 9.40 eV
- Energy relative to the best compared isomer or geometry (same formula, charge and spin): 3.4 kcal per mole

CARTESIAN COORDINATES (ANGSTROEM)
C1 3.30 -4.94 3.54
O1 2.17 -4.14 3.58
C2 1.83 -3.58 2.34
C3 1.11 -2.23 2.56
C4 -0.18 -2.42 3.39
N1 1.00 -1.46 1.30
H1 3.20 -5.63 2.67
H2 3.36 -5.51 4.45
H3 4.17 -4.30 3.49
H4 2.69 -3.42 1.69
H5 1.19 -4.26 1.72
H6 1.91 -1.70 3.11
H7 -0.04 -2.66 4.47
H8 -0.92 -3.03 2.93
H9 -0.69 -1.49 3.42
H10 0.62 -2.04 0.55
H11 0.30 -0.68 1.43
C5 -3.58 0.49 2.65
O2 -3.71 0.89 1.31
C6 -4.51 0.10 0.46
C7 -4.80 0.77 -0.93
C8 -5.06 -0.26 -2.07
N2 -3.76 1.72 -1.34
H12 -4.50 0.56 3.26
H13 -2.79 1.16 3.11
H14 -3.18 -0.52 2.69
H15 -3.96 -0.86 0.29
H16 -5.43 -0.15 0.99
H17 -5.73 1.27 -0.72
H18 -5.54 0.27 -2.95
H19 -5.72 -1.06 -1.70
H20 -4.16 -0.75 -2.50
H21 -3.63 2.51 -0.71
H22 -2.85 1.23 -1.38
C9 0.86 5.18 1.21
O3 1.61 4.76 0.03
C10 1.00 3.54 -0.36
C11 1.65 2.77 -1.51
N3 1.33 1.34 -1.35
C12 2.42 0.45 -1.03
C13 3.28 0.04 -2.25
O4 2.57 -0.84 -3.02
C14 3.32 -1.23 -4.10
H23 1.20 6.18 1.52
H24 0.88 4.44 2.00
H25 -0.20 5.32 0.92
H26 -0.05 3.80 -0.65
H27 0.89 2.92 0.54
H28 2.75 2.87 -1.43
H29 1.37 3.08 -2.54
H30 0.79 1.02 -2.15
H31 2.12 -0.48 -0.55
H32 3.00 0.98 -0.27
H33 4.24 -0.37 -1.91
H34 3.61 0.94 -2.76
H35 2.68 -1.98 -4.62
H36 4.29 -1.50 -3.75
H37 3.48 -0.32 -4.69
O5 -0.95 0.40 -0.08
H38 -1.68 0.89 0.33
H39 -0.28 1.06 -0.36
O6 0.71 0.66 -4.68
H40 0.05 0.36 -5.33
H41 0.94 -0.18 -4.27


# 3
This record from the OMol25 dataset describes C31H57HfN2O2P2S as an isolated structure. The level of theory is the ωB97M-V functional and the def2-TZVPD basis.

Calculated values
- HOMO level: -16.98 eV
- Total charge: +3
- HOMO-LUMO gap: 6.77 eV
- Energy relative to the best compared isomer or geometry (same formula, charge and spin): 0.0 kcal per mole

CARTESIAN COORDINATES (ANGSTROEM)
C1 -1.69 -1.25 -2.07
C2 0.38 -1.99 -1.26
C3 -1.74 -2.31 -2.97
C4 0.42 -3.00 -2.21
C5 -0.65 -3.17 -3.07
H1 -2.62 -2.41 -3.61
H2 1.30 -3.65 -2.24
H3 -0.62 -3.95 -3.83
N1 -0.67 -1.13 -1.19
P1 -2.05 1.39 -1.33
P2 0.92 -1.53 1.53
C6 -2.72 -0.13 -2.12
H4 -2.99 0.11 -3.16
H5 -3.66 -0.43 -1.62
C7 1.52 -1.74 -0.30
H6 2.22 -2.59 -0.26
C8 2.50 -1.15 2.53
C9 0.27 -3.20 2.05
C10 -1.07 2.23 -2.74
C11 -3.53 2.41 -0.81
C12 2.67 0.37 2.66
H7 1.85 0.82 3.24
H8 3.62 0.55 3.20
H9 2.73 0.88 1.69
C13 2.41 -1.71 3.96
H10 1.51 -1.35 4.48
H11 2.43 -2.81 4.00
H12 3.29 -1.35 4.52
C14 3.72 -1.73 1.82
H13 4.62 -1.49 2.41
H14 3.69 -2.82 1.71
H15 3.85 -1.27 0.83
C15 -0.46 -2.98 3.41
H16 -0.89 -1.97 3.48
H17 -1.29 -3.70 3.47
H18 0.21 -3.14 4.27
C16 -0.74 -3.75 1.03
H19 -1.53 -3.03 0.81
H20 -0.25 -4.06 0.10
H21 -1.20 -4.64 1.49
C17 1.40 -4.26 2.19
H22 2.27 -4.04 1.56
H23 1.72 -4.38 3.23
H24 1.01 -5.23 1.86
C18 -3.00 3.75 -0.30
H25 -3.84 4.34 0.09
H26 -2.28 3.61 0.52
H27 -2.51 4.34 -1.09
C19 -4.24 1.66 0.33
H28 -4.67 0.70 0.00
H29 -3.58 1.46 1.19
H30 -5.06 2.30 0.69
C20 -4.56 2.60 -1.94
H31 -4.74 1.67 -2.51
H32 -5.51 2.89 -1.48
H33 -4.30 3.40 -2.64
C21 -0.34 1.16 -3.57
H34 -1.02 0.50 -4.12
H35 0.30 1.68 -4.32
H36 0.32 0.55 -2.95
C22 -0.04 3.16 -2.08
H37 0.88 2.61 -1.82
H38 0.22 3.97 -2.78
H39 -0.40 3.62 -1.15
C23 -2.00 2.99 -3.70
H40 -2.78 2.34 -4.12
H41 -2.47 3.87 -3.24
H42 -1.40 3.36 -4.54
Hf1 -0.37 0.58 0.47
C24 -1.91 -0.65 1.34
O1 -2.86 -1.19 1.75
N2 1.57 0.68 -0.33
C25 2.18 -0.37 -0.72
C26 3.42 -0.36 -1.63
C27 4.10 -1.73 -1.72
C28 2.97 0.02 -3.04
C29 4.42 0.70 -1.10
H43 4.45 -2.09 -0.75
H44 3.43 -2.48 -2.16
H45 4.98 -1.65 -2.37
H46 2.47 0.99 -3.03
H47 3.83 0.08 -3.72
H48 2.27 -0.73 -3.44
H49 5.44 0.29 -1.06
H50 4.43 1.56 -1.78
H51 4.14 1.05 -0.11
C30 -0.93 3.99 3.49
S1 -0.48 2.26 3.53
C31 -2.08 1.62 4.09
O2 -0.49 1.92 1.96
H52 -0.90 4.36 4.52
H53 -1.93 4.14 3.06
H54 -0.17 4.52 2.90
H55 -2.91 2.02 3.49
H56 -2.07 0.53 4.05
H57 -2.16 1.94 5.14


How do the records compare in strongest force on any atom? In the order shown, they have 9.86; 3.07; 8.72 eV/Å.
How do the records compare in total energy? In the order shown, they have -7324.7811; -31934.9974; -70844.0834 eV.